Record 1
{
  "formula": "C7H23Li2N4O7",
  "method": "ωB97M-V/def2-TZVPD",
  "charge": 1,
  "e_homo_ev": -11.719,
  "relative_energy_ev": 0.5625,
  "multiplicity": 1,
  "species": ["Li", "Li", "C", "O", "H", "H", "H", "C", "C", "O", "O", "H", "H", "H", "H", "H", "H", "C", "C", "O", "O", "H", "H", "H", "H", "H", "H", "C", "O", "N", "N", "H", "H", "H", "H", "C", "O", "N", "N", "H", "H", "H", "H"],
  "coordinates": [[10.22928, 8.01309, -2.90818], [9.57163, 5.53212, -1.60485], [10.81103, 7.15761, 0.21199], [10.62224, 7.20449, -1.19316], [9.82917, 7.28205, 0.68042], [11.17819, 6.18397, 0.57272], [11.52164, 7.90181, 0.57490], [7.25734, 9.03240, 0.52204], [7.29973, 8.21126, 1.82516], [7.34125, 9.09098, 2.95377], [5.91920, 9.42630, 0.33986], [7.54130, 8.26361, -0.21201], [7.97484, 9.84827, 0.40699], [8.22356, 7.62005, 1.89266], [6.47055, 7.51261, 1.92562], [8.24919, 9.01306, 3.31338], [5.67461, 10.02066, 1.05894], [13.33045, 6.70784, -3.66707], [12.50978, 7.34666, -4.75211], [11.77417, 8.45017, -4.20531], [12.58020, 5.88532, -2.74719], [13.76112, 7.45800, -3.00230], [14.20168, 6.14322, -3.99517], [11.91530, 6.62072, -5.30343], [13.18319, 7.78114, -5.49678], [12.34687, 9.15279, -3.83280], [12.00080, 6.46364, -2.21612], [14.13268, 9.77788, -1.54929], [13.39149, 9.89510, -2.53832], [15.22810, 10.53821, -1.36829], [13.81356, 8.91512, -0.52909], [15.41548, 11.19262, -2.10935], [15.92670, 10.32960, -0.68233], [13.01606, 8.31569, -0.62202], [14.59376, 8.65118, 0.04821], [10.74431, 10.10032, 2.99258], [9.97969, 9.34705, 3.61058], [10.25029, 11.11322, 2.24135], [12.08286, 9.92118, 2.97144], [9.26026, 11.23581, 2.40024], [10.78545, 11.72898, 1.66506], [12.49252, 9.12776, 3.42886], [12.70407, 10.52848, 2.47306]]
}

=====

Record 2
{
  "formula": "C7H23N2O8",
  "method": "ωB97M-V/def2-TZVPD",
  "charge": -1,
  "e_homo_ev": -6.547,
  "multiplicity": 1,
  "species": ["O", "H", "C", "C", "O", "O", "H", "H", "H", "H", "H", "H", "C", "C", "O", "O", "H", "H", "H", "H", "H", "H", "C", "C", "O", "O", "H", "H", "H", "H", "H", "H", "C", "O", "N", "N", "H", "H", "H", "H"],
  "coordinates": [[-0.02577, -0.20552, -0.18049], [-0.32133, 0.71004, -0.24451], [-2.36218, 0.35293, 2.04551], [-1.91897, 1.80332, 1.99065], [-1.23058, 2.10520, 3.23133], [-1.25233, -0.48208, 2.22879], [-2.90218, 0.06354, 1.12653], [-3.04922, 0.18198, 2.87472], [-2.71678, 2.53005, 1.86228], [-1.16565, 1.94376, 1.20824], [-0.40839, 1.59320, 3.16234], [-0.77075, -0.54761, 1.36783], [-2.46894, -0.56270, -2.92310], [-1.08443, -0.97277, -3.36250], [-0.42824, -1.71633, -2.37991], [-2.45812, 0.39451, -1.85529], [-3.05712, -1.42689, -2.58777], [-3.02753, -0.04622, -3.71032], [-0.55043, -0.03957, -3.61669], [-1.16171, -1.49694, -4.32003], [-0.24749, -1.09392, -1.62787], [-1.90996, 0.03178, -1.14023], [1.82108, 2.30002, 1.09434], [2.63604, 1.91585, -0.12812], [1.89008, 1.58520, -1.27295], [1.37942, 1.15177, 1.82146], [0.92961, 2.87352, 0.81760], [2.48931, 2.84793, 1.76077], [3.39425, 1.17256, 0.14770], [3.23357, 2.80120, -0.39208], [1.36403, 0.79894, -1.03643], [0.89100, 0.58807, 1.17235], [2.18837, -3.02093, 0.33628], [3.01394, -3.92649, 0.27137], [2.43171, -1.74069, -0.06913], [0.94386, -3.21943, 0.88387], [1.63457, -1.11009, -0.15785], [3.33164, -1.50764, -0.43400], [0.71660, -4.10619, 1.28068], [0.22904, -2.52338, 0.75462]]
}

=====

Record 3
{
  "formula": "C7H23NO4",
  "method": "ωB97M-V/def2-TZVPD",
  "charge": 0,
  "smiles": "C=CCCNCCC.O.O.O.O",
  "e_homo_ev": -8.823,
  "relative_energy_ev": 1.6399,
  "multiplicity": 1,
  "species": ["C", "C", "C", "C", "N", "C", "C", "C", "H", "H", "H", "H", "H", "H", "H", "H", "H", "H", "H", "H", "H", "H", "H", "O", "H", "H", "O", "H", "H", "O", "H", "H", "O", "H", "H"],
  "coordinates": [[1.77282, -3.11586, -1.24966], [2.13526, -1.94898, -1.77452], [1.34282, -0.67102, -1.68853], [1.67916, -0.06507, -0.25857], [0.58281, 0.06440, 0.69510], [0.40284, 1.38906, 1.37351], [-0.89931, 2.02755, 1.00925], [-1.05587, 2.23143, -0.52764], [0.85056, -3.22015, -0.68308], [2.39245, -3.99406, -1.14010], [3.11886, -1.80810, -2.21985], [0.24697, -0.68892, -1.71493], [1.69858, 0.08149, -2.39557], [2.46263, -0.64176, 0.26519], [2.24029, 0.87166, -0.41567], [-0.29219, -0.25500, 0.28726], [0.51354, 1.07973, 2.41207], [1.21650, 2.07554, 1.11877], [-1.77016, 1.51274, 1.41914], [-1.03046, 3.03559, 1.42179], [-0.08192, 2.03935, -0.98157], [-1.78719, 1.57011, -0.96708], [-1.34407, 3.26960, -0.69302], [-2.99391, 0.03219, 2.90755], [-3.40659, -0.75704, 3.25973], [-3.64723, 0.70010, 2.60428], [0.44053, 2.42711, -3.70599], [0.84356, 1.71052, -4.20128], [-0.32850, 2.01529, -3.33632], [-2.48544, -1.43754, 0.62481], [-2.99257, -0.78128, 1.13732], [-1.77666, -1.59146, 1.26595], [0.45001, -2.59931, 2.34638], [0.36654, -1.67196, 2.08045], [1.13535, -2.88595, 1.72483]]
}

=====

Quick rundown of energy, same order as above: -1041.18069; -992.03536; -636.15016 Ha
Quick rundown of lowest unoccupied orbital energy, same order as above: -4.29; 3.31; 0.36 eV
Quick rundown of M, same order as above: 289.164; 263.267; 185.264 g/mol